Record 1
102
Properties=species:S:1:pos:R:3:forces:R:3 method="wB97M-V/def2-TZVPD" orbital_gap_ev=5.57 total_energy_ev=-71069.319 lumo_ha=-0.0038 relative_energy_kcal_mol=18.3 homo_energy_ev=-5.68
Cs -0.798 1.163 1.116 -0.18 -1.15 -0.66
C -2.023 2.355 -4.668 0.01 0.00 0.00
C -2.909 1.898 -3.703 -0.01 0.02 0.03
C -2.762 2.277 -2.375 0.00 -0.03 -0.05
C -1.718 3.117 -1.978 0.06 0.00 0.16
C -0.834 3.577 -2.962 -0.02 0.00 -0.05
C -0.987 3.201 -4.287 0.00 0.01 0.00
N -1.506 3.366 -0.621 0.07 0.17 -0.08
C -1.683 4.560 -0.107 0.00 0.08 0.07
C -2.263 5.664 -0.852 0.02 -0.04 0.04
C -2.535 6.860 -0.276 -0.02 0.05 -0.01
C -2.251 7.114 1.095 0.01 -0.04 -0.04
C -1.674 6.126 1.830 0.00 0.08 0.00
C -1.352 4.856 1.279 0.09 -0.14 0.07
N -0.728 3.887 2.037 -0.19 0.72 -0.05
N -0.459 4.220 3.233 0.20 -0.29 0.26
C 0.148 3.238 4.047 -0.08 0.34 0.02
C 0.606 3.732 5.279 0.03 -0.05 0.05
C 1.175 2.867 6.186 -0.01 0.04 -0.02
C 1.273 1.516 5.859 0.04 -0.04 0.00
C 0.799 1.118 4.625 -0.03 0.08 -0.08
N 0.250 1.946 3.731 0.06 0.16 0.17
H -2.133 2.052 -5.702 0.00 0.01 0.03
H -3.723 1.238 -3.983 0.02 0.02 0.00
H -3.451 1.923 -1.616 0.01 0.01 -0.02
H -0.017 4.224 -2.661 -0.02 -0.01 -0.01
H -0.287 3.566 -5.031 -0.02 -0.01 0.02
H -2.506 5.499 -1.893 0.00 -0.02 0.00
H -2.992 7.641 -0.877 0.02 -0.02 0.01
H -2.486 8.074 1.535 0.00 -0.02 0.00
H -1.433 6.289 2.871 0.00 -0.02 -0.02
H 0.492 4.787 5.483 0.00 -0.01 0.00
H 1.536 3.234 7.139 -0.01 -0.02 0.00
H 1.702 0.792 6.540 -0.01 0.03 -0.01
H 0.855 0.073 4.330 0.00 0.04 -0.02
C 4.288 1.981 0.048 -0.02 -0.01 -0.01
C 2.897 1.793 0.105 -0.03 0.08 0.06
N 2.328 0.760 0.685 0.06 -0.02 -0.08
C 3.117 -0.175 1.246 -0.11 -0.03 0.04
C 4.517 -0.092 1.227 0.13 -0.04 0.04
C 5.097 1.031 0.612 0.00 0.00 -0.03
C 5.311 -1.127 1.836 0.01 0.08 -0.06
C 4.727 -2.171 2.452 -0.08 -0.05 0.04
C 3.293 -2.271 2.533 0.13 -0.05 0.04
C 2.658 -3.314 3.228 -0.03 0.00 -0.01
C 1.290 -3.327 3.318 0.00 0.02 -0.01
C 0.573 -2.299 2.687 -0.03 -0.08 -0.13
N 1.138 -1.330 2.001 0.08 0.03 0.15
C 2.483 -1.294 1.934 -0.08 0.09 -0.08
H 4.695 2.863 -0.429 -0.01 -0.02 0.02
H 2.227 2.538 -0.320 0.02 -0.08 -0.02
H 6.177 1.131 0.593 -0.02 -0.01 0.01
H 6.391 -1.040 1.794 -0.03 0.00 0.00
H 5.324 -2.945 2.920 -0.01 0.01 -0.01
H 3.258 -4.086 3.694 0.00 0.01 0.01
H 0.764 -4.104 3.857 0.01 0.01 0.00
H -0.514 -2.282 2.734 0.05 0.02 0.00
C -1.725 -4.930 0.588 0.07 -0.03 0.05
C -3.170 -4.658 0.178 -0.03 0.03 -0.03
N -3.328 -3.681 -0.886 0.00 0.04 0.02
C -3.655 -4.189 -2.211 -0.05 0.04 0.02
C -2.467 -4.793 -2.947 0.07 -0.03 -0.04
C -3.152 -2.340 -0.625 0.15 0.08 0.08
C -3.315 -1.394 -1.783 -0.01 -0.02 -0.03
N -2.852 -1.836 0.522 -0.07 -0.17 -0.19
H -1.696 -5.643 1.416 -0.02 0.03 -0.04
H -1.223 -4.016 0.909 -0.03 -0.04 -0.02
H -1.149 -5.347 -0.239 -0.04 0.01 0.02
H -3.750 -4.338 1.049 0.00 0.04 0.03
H -3.635 -5.584 -0.163 0.01 -0.03 -0.03
H -4.082 -3.384 -2.803 0.02 -0.03 0.00
H -4.447 -4.934 -2.103 0.00 -0.06 0.02
H -1.688 -4.041 -3.098 -0.04 -0.01 -0.02
H -2.769 -5.175 -3.924 -0.01 0.03 0.03
H -2.032 -5.622 -2.385 -0.02 0.00 0.00
H -4.344 -1.394 -2.153 0.03 0.01 0.03
H -2.643 -1.645 -2.607 -0.05 0.02 0.05
H -3.062 -0.397 -1.441 0.00 0.02 0.01
H -2.783 -2.557 1.236 0.01 0.02 0.04
N -4.987 0.957 2.310 0.40 -0.08 -0.09
C -3.834 0.809 2.218 -0.49 0.12 0.20
H -5.972 1.092 2.339 -0.09 0.02 0.00
C 3.858 -0.805 -2.334 -0.07 0.02 0.04
N 2.537 -0.501 -2.865 0.03 -0.01 -0.10
C 2.479 0.661 -3.741 0.02 -0.03 0.11
C 1.392 -1.007 -2.334 -0.05 -0.02 -0.12
S -0.068 -0.206 -2.477 0.14 -0.06 0.11
N 1.528 -2.226 -1.709 0.02 0.01 0.05
C 2.289 -3.292 -2.349 0.01 0.03 0.07
C 0.442 -2.742 -0.896 0.01 0.00 -0.12
H 4.380 0.133 -2.141 0.02 0.00 0.02
H 4.461 -1.396 -3.030 -0.02 0.01 0.00
H 3.769 -1.346 -1.394 0.00 0.00 -0.01
H 3.425 0.727 -4.282 -0.04 -0.01 0.02
H 2.317 1.583 -3.174 0.01 0.00 0.00
H 1.658 0.564 -4.446 -0.03 -0.02 -0.01
H 2.832 -2.921 -3.211 0.00 0.02 -0.03
H 1.597 -4.068 -2.691 0.01 -0.01 -0.02
H 2.997 -3.749 -1.653 0.00 0.00 0.00
H -0.057 -1.939 -0.366 -0.01 0.05 0.04
H 0.859 -3.452 -0.175 0.02 0.03 -0.03
H -0.300 -3.270 -1.510 0.03 0.07 0.04



Record 2
97
Properties=species:S:1:pos:R:3:forces:R:3 method="wB97M-V/def2-TZVPD" orbital_gap_ev="7.71 / 6.25" total_energy_ev=-93587.829 lumo_ha="-0.0560 / -0.1730" relative_energy_kcal_mol=0.0 charge=+1 homo_energy_ev="-9.24 / -10.95" multiplicity=5 s2=6.06
Pd 0.007 -0.845 -1.013 -0.14 -0.68 -0.21
C 1.269 1.596 2.311 -0.02 -0.05 -0.07
C 0.303 0.943 3.259 -0.01 0.05 -0.02
C -0.023 1.604 4.438 -0.03 0.02 0.00
C -0.879 1.044 5.373 0.01 0.01 -0.02
C -1.421 -0.208 5.138 0.03 -0.04 -0.03
C -1.103 -0.887 3.971 0.02 -0.02 0.03
C -0.251 -0.325 3.019 0.02 0.10 -0.08
P 0.241 -1.218 1.488 -0.07 -0.02 -0.21
C -0.584 -2.847 1.681 -0.04 0.05 0.12
C -1.968 -2.718 1.524 -0.02 -0.01 0.05
C -2.824 -3.801 1.580 0.03 0.00 0.02
C -2.289 -5.064 1.783 0.00 0.00 0.00
C -0.921 -5.207 1.922 -0.01 0.01 0.01
C -0.039 -4.123 1.875 0.07 -0.04 -0.04
C 1.430 -4.445 2.003 -0.02 -0.04 -0.03
C 2.033 -1.411 1.803 -0.02 0.03 0.03
C 2.440 -1.775 3.077 0.01 0.03 0.06
C 3.769 -2.050 3.369 0.01 0.02 -0.02
C 4.728 -1.974 2.358 -0.03 0.02 -0.02
C 4.361 -1.564 1.098 0.04 -0.04 0.05
C 3.019 -1.217 0.790 0.01 0.10 -0.20
C 2.765 -0.633 -0.460 -0.08 -0.03 0.19
H 1.263 2.678 2.443 -0.02 0.03 0.00
H 1.012 1.384 1.269 -0.02 0.00 0.01
H 2.286 1.236 2.477 0.03 -0.01 0.02
H 0.404 2.583 4.617 0.00 0.03 0.01
H -1.117 1.582 6.281 0.01 0.00 0.00
H -2.077 -0.669 5.864 -0.01 0.00 0.00
H -1.510 -1.875 3.821 -0.03 -0.04 -0.04
H -2.387 -1.730 1.367 0.03 0.01 0.02
H -3.892 -3.663 1.467 0.00 0.01 0.00
H -2.931 -5.934 1.826 0.00 0.00 0.00
H -0.505 -6.197 2.063 0.00 -0.01 0.00
H 1.580 -5.512 1.846 -0.01 -0.01 -0.01
H 1.810 -4.203 2.995 -0.02 -0.04 -0.01
H 2.046 -3.913 1.281 -0.03 0.01 0.00
H 1.698 -1.876 3.861 0.01 0.02 0.00
H 4.055 -2.338 4.372 -0.01 0.00 0.01
H 5.761 -2.213 2.569 0.00 0.00 0.00
H 5.109 -1.458 0.322 0.01 0.00 0.00
H 3.537 -0.532 -1.208 0.05 0.01 0.04
H 1.831 -0.093 -0.651 0.23 0.07 -0.02
C 1.066 0.608 -3.585 0.02 0.07 -0.05
N 0.461 -0.722 -3.444 -0.02 0.30 0.16
C 1.343 -1.688 -4.105 0.03 -0.01 0.03
C -0.878 -0.770 -4.042 0.01 -0.08 -0.05
C -1.940 -0.160 -3.154 -0.03 0.04 -0.02
N -2.105 -0.860 -1.866 0.01 0.17 0.15
C -3.045 -0.079 -1.047 0.00 -0.01 0.00
C -2.643 -2.213 -2.048 -0.03 -0.01 0.01
H 1.059 0.936 -4.634 0.03 -0.02 -0.01
H 2.102 0.567 -3.249 -0.01 0.01 0.02
H 0.551 1.338 -2.969 -0.01 -0.04 -0.02
H 1.540 -1.387 -5.141 0.00 0.01 0.00
H 0.896 -2.677 -4.117 -0.01 -0.01 -0.01
H 2.290 -1.744 -3.569 0.00 0.00 0.00
H -1.112 -1.815 -4.245 -0.02 0.00 0.01
H -0.894 -0.255 -5.013 0.04 0.01 0.01
H -2.898 -0.143 -3.694 0.01 -0.05 0.01
H -1.690 0.874 -2.921 0.01 -0.01 -0.02
H -4.002 0.039 -1.570 -0.01 -0.02 0.01
H -2.628 0.906 -0.846 0.02 0.00 0.00
H -3.225 -0.596 -0.108 0.00 0.03 0.00
H -3.612 -2.171 -2.559 0.00 0.00 0.00
H -2.769 -2.679 -1.073 -0.02 0.00 -0.01
H -1.959 -2.831 -2.620 0.01 0.00 -0.03
O -0.324 1.823 -0.932 -0.14 0.46 -0.01
C -0.261 3.225 -0.909 -0.06 -0.34 0.09
C -1.389 3.482 -1.900 0.11 -0.02 -0.06
C -1.370 3.313 -3.267 -0.10 0.07 -0.06
C -2.615 3.598 -3.869 0.07 0.00 0.05
C -3.555 3.964 -2.945 -0.02 -0.03 -0.05
S -2.947 3.963 -1.359 -0.08 0.01 0.08
C 1.087 3.735 -1.358 0.03 -0.05 0.01
C 2.281 3.400 -0.785 0.07 0.01 -0.06
C 3.388 4.041 -1.400 -0.08 -0.01 0.02
C 3.004 4.861 -2.417 0.07 0.00 0.02
S 1.315 4.851 -2.638 -0.07 0.09 -0.06
C -0.648 3.743 0.460 0.07 -0.02 -0.09
C -1.523 3.169 1.332 -0.04 0.05 0.14
C -1.772 3.991 2.467 0.07 -0.08 -0.06
C -1.073 5.158 2.420 -0.02 -0.01 0.03
S -0.108 5.269 1.015 0.05 0.11 0.01
H -0.495 3.014 -3.820 0.04 -0.01 0.00
H -2.802 3.551 -4.931 0.00 0.00 -0.01
H -4.575 4.262 -3.128 -0.01 -0.01 -0.01
H 2.367 2.730 0.057 -0.01 -0.04 0.04
H 4.415 3.910 -1.092 0.01 0.00 0.00
H 3.625 5.481 -3.043 0.01 0.00 -0.01
H -1.964 2.195 1.176 0.00 -0.03 -0.01
H -2.429 3.718 3.279 -0.01 -0.01 0.02
H -1.065 5.958 3.142 0.00 0.00 0.01
C 0.333 -3.015 -1.265 0.06 0.00 0.11
H -0.475 -3.542 -0.771 0.00 -0.04 0.01
H 1.301 -3.260 -0.830 0.02 -0.02 0.01
H 0.332 -3.200 -2.332 0.00 -0.05 -0.04